a) The following is a DFT calculation (ωB97M-V/def2-TZVPD) of 3 unconnected molecules or ions with the total composition CH9N3O2.

```
15
CH9N3O2 (ωB97M-V/def2-TZVPD)
N -0.15273 -0.15157 0.67841
C 0.32187 0.68599 -0.14368
N -0.37048 1.75091 -0.71070
N 1.62692 0.62041 -0.52823
H -1.12596 -0.09132 0.94120
H -1.25283 1.93191 -0.26553
H 0.12791 2.55520 -1.04952
H 2.02175 1.06784 -1.33005
H 2.18086 -0.13494 -0.16073
O 1.07449 -1.74556 2.76747
H 1.13949 -2.50633 2.17684
H 0.54358 -1.08322 2.28266
O -2.42979 -1.08377 -1.50716
H -2.01710 -0.24853 -1.24690
H -1.68797 -1.56701 -1.90409
```

As for the total charge: 0. As for the structure (SMILES): N=C(N)N.O.O. The gap between HOMO and LUMO is 10.07 eV.

=====

b) The following is a DFT calculation (ωB97M-V/def2-TZVPD) of a molecular structure, CH9N3O2.

```
15
CH9N3O2 (ωB97M-V/def2-TZVPD)
N 0.38167 0.54015 -0.25274
C -0.67047 1.34129 -0.20882
N -1.78599 0.88489 -0.53405
N 2.54791 1.31483 0.67709
H -0.50342 2.40154 -0.06872
H 1.40949 0.88608 -0.06331
H 2.76668 2.33230 0.52224
H -1.74507 -0.12554 -0.44289
H 3.12334 1.02630 1.46104
H -2.43386 -2.71415 0.65628
H 0.16731 -0.49576 -0.41538
O -2.32102 -1.84901 0.28170
H 0.53333 -2.19966 -0.70260
H -1.36829 -1.84989 -0.31098
O -0.10160 -1.49337 -0.59888
```

As for the total charge: 0. The gap between HOMO and LUMO is 5.28 eV.

=====

Going by the computed energies, the most stable comes first: a), b).

=====

a) The following is a DFT calculation (ωB97M-V/def2-TZVPD) of 2 unconnected molecules or ions with the total composition C2H3FN.

```
7
C2H3FN (ωB97M-V/def2-TZVPD)
C -0.24215 -0.46792 -1.27386
C -0.55003 -0.90017 -2.34534
N 0.36731 0.76459 1.51904
F -0.79854 -1.96936 -2.93068
H 0.72411 0.10301 2.19511
H -0.48551 1.23529 1.90220
H 0.98481 1.23455 0.93353
```

As for the total charge: +1. The gap between HOMO and LUMO (spin up / spin down) is 5.65 / 4.72 eV.

=====

b) The following is a DFT calculation (ωB97M-V/def2-TZVPD) of 2 unconnected molecules or ions with the total composition C2H3FN.

```
7
C2H3FN (ωB97M-V/def2-TZVPD)
C -1.60107 -0.04164 -0.06941
C -2.77122 -0.10404 -0.08708
N -0.22735 0.04201 0.05020
F -4.68185 0.04946 0.04698
H -0.13745 0.98883 -0.49174
H 0.37378 -0.80735 -0.30648
H 0.08094 -0.05320 1.08880
```

As for the total charge: +1. The gap between HOMO and LUMO is 9.75 eV.

=====

Going by the computed energies, the most stable comes first: b), a).

=====

a) The following is a DFT calculation (ωB97M-V/def2-TZVPD) of C2H3BrN2O2 in the gas phase.

```
10
C2H3BrN2O2 (ωB97M-V/def2-TZVPD)
Br -3.05703 -0.33899 0.11602
C -1.18681 -0.04146 -0.10260
C -0.28243 -1.01671 -0.06400
N 1.05231 -0.75455 -0.37105
O 1.41934 0.60801 -0.45622
N 0.54119 1.34489 0.49916
O -0.75669 1.29004 -0.07073
H -0.61069 -2.09105 0.13137
H 1.85941 -1.19978 0.01895
H 1.02141 2.19961 0.29911
```

As for the total charge: 0. As for the structure (SMILES): Brc1c[nH]o[nH]o1. The gap between HOMO and LUMO is 9.15 eV.

=====

b) The following is a DFT calculation (ωB97M-V/def2-TZVPD) of C2H3BrN2O2 in the gas phase.

```
10
C2H3BrN2O2 (ωB97M-V/def2-TZVPD)
C -0.04491 -0.83568 -0.66624
C -1.07976 -0.58624 0.45341
N 0.08815 0.63161 -0.64749
N 1.10014 1.10925 0.21258
O 1.25012 0.68417 1.29761
O 1.79295 1.95815 -0.36031
Br -2.76038 0.04632 0.07460
H 0.73818 -1.48974 -0.29191
H -0.33595 -1.00362 -1.60994
H -0.74854 -0.51422 1.53767
```

As for the total charge: 0. The gap between HOMO and LUMO (spin up / spin down) is 8.76 / 8.76 eV.

=====

Going by the computed energies, the most stable comes first: a), b).

=====

a) The following is a DFT calculation (ωB97M-V/def2-TZVPD) of a molecular structure, C26H36N3PdSi2.

```
68
C26H36N3PdSi2 (ωB97M-V/def2-TZVPD)
Pd 0.23060 -0.05540 -0.31770
C -2.40200 -1.87320 1.23170
N -1.78300 -1.62820 -0.06160
C -1.36790 -2.86800 -0.69470
C -2.61860 -0.77420 -0.86350
C -3.50260 -1.23820 -1.81960
C -4.29240 -0.35330 -2.54400
C -4.19620 1.00500 -2.30330
C -3.32310 1.48900 -1.34500
C -2.52050 0.61930 -0.60320
N -1.61250 1.04640 0.33850
C -1.97830 1.48010 1.54740
C -3.27850 1.95540 1.85490
C -3.59470 2.43330 3.10520
C -2.66340 2.41780 4.13330
C -1.40290 1.89700 3.87550
C -1.05200 1.43920 2.62300
N 0.23460 0.84400 2.36480
C 1.27700 1.85100 2.47530
C 0.50880 -0.27100 3.26100
H -3.34750 -2.43540 1.13290
H -2.61150 -0.92410 1.72440
H -1.71820 -2.44700 1.85800
H -2.16950 -3.62580 -0.73760
H -0.53770 -3.28800 -0.11780
H -1.01320 -2.66000 -1.70440
H -3.59130 -2.29980 -2.01400
H -4.97980 -0.72590 -3.29310
H -4.80580 1.69950 -2.86740
H -3.22940 2.55230 -1.17500
H -4.02560 1.95470 1.07390
H -4.58950 2.81980 3.28900
H -2.91670 2.78950 5.11760
H -0.67950 1.84130 4.68190
H 1.25550 2.35610 3.45790
H 1.14140 2.58800 1.68390
H 2.24470 1.37330 2.34420
H 0.73000 0.05250 4.29200
H 1.37160 -0.81890 2.87740
H -0.35290 -0.93870 3.28580
C -0.38320 1.91240 -3.54580
Si 0.14080 0.20940 -2.74360
C -0.59890 -1.06950 -4.04990
C 2.03450 0.09720 -3.18390
C 2.41500 0.12810 -4.52070
C 3.73360 -0.01830 -4.91080
C 4.70740 -0.19290 -3.94160
C 4.34120 -0.20840 -2.60740
C 3.01790 -0.06530 -2.20460
Si 2.61710 -0.03710 -0.28710
C 3.55080 -1.65960 0.32860
C 3.87370 1.37230 0.25810
H 0.00190 1.98920 -4.55930
H 0.00830 2.74770 -2.97330
H -1.46460 2.00920 -3.58530
H -0.53390 -0.65770 -5.05270
H -1.64450 -1.28420 -3.85200
H -0.05030 -2.00840 -4.03820
H 1.66270 0.26800 -5.28590
H 4.00340 0.00200 -5.96240
H 5.74690 -0.31830 -4.22730
H 5.11960 -0.34160 -1.86700
H 4.57620 -1.67980 -0.03240
H 3.05170 -2.55200 -0.04310
H 3.58350 -1.72570 1.41410
H 4.75170 1.36690 -0.38010
H 4.21110 1.24870 1.28330
H 3.41690 2.35420 0.17450
```

As for the total charge: -1. The gap between HOMO and LUMO is 6.53 eV.

=====

b) The following is a DFT calculation (ωB97M-V/def2-TZVPD) of a molecular structure, C26H36N3PdSi2.

```
68
C26H36N3PdSi2 (ωB97M-V/def2-TZVPD)
Pd 0.42025 0.37499 0.25798
C 3.72091 0.47617 0.05837
N 2.61827 -0.26132 -0.53947
C 2.81120 -0.32209 -1.99099
C 2.36443 -1.55828 0.03634
C 3.26051 -2.17029 0.89119
C 2.96134 -3.37265 1.53077
C 1.72868 -3.94756 1.30021
C 0.80492 -3.35375 0.44748
C 1.07842 -2.15991 -0.24637
N 0.30505 -1.45682 -1.12982
C -0.80915 -1.90780 -1.80918
C -1.75107 -2.84057 -1.35546
C -2.83759 -3.25061 -2.12504
C -3.04144 -2.73207 -3.38471
C -2.13701 -1.78383 -3.86570
C -1.04304 -1.37697 -3.12073
N -0.10083 -0.46072 -3.68328
C -0.02647 -0.41570 -5.12064
C -0.15196 0.86627 -3.10615
H 4.69988 0.03139 -0.17632
H 3.60672 0.52653 1.13697
H 3.70869 1.49102 -0.34103
H 3.75569 -0.83768 -2.21918
H 2.86347 0.69571 -2.38328
H 1.97042 -0.83681 -2.44704
H 4.22002 -1.70563 1.07787
H 3.68080 -3.82933 2.19826
H 1.45378 -4.86734 1.80463
H -0.15113 -3.83557 0.34902
H -1.68149 -3.23433 -0.35565
H -3.53131 -3.97373 -1.71079
H -3.88845 -3.03762 -3.98651
H -2.28904 -1.36323 -4.85150
H -0.87383 0.10998 -5.59675
H 0.02119 -1.42674 -5.52473
H 0.88492 0.11702 -5.40540
H -1.06457 1.40612 -3.41278
H 0.71427 1.44979 -3.42778
H -0.13837 0.78998 -2.02076
C 1.87155 3.27101 1.74771
Si 0.84892 1.71143 2.07083
C 1.81282 0.68641 3.34105
C -0.67407 2.28106 3.04484
C -0.67843 2.97750 4.25774
C -1.87080 3.29302 4.88975
C -3.08298 2.91561 4.31171
C -3.08895 2.23061 3.10657
C -1.88938 1.90609 2.46346
Si -1.70396 1.04147 0.78361
C -2.89207 -0.41142 0.75930
C -2.38375 2.27885 -0.47283
H 2.03972 3.82890 2.67467
H 1.35727 3.92691 1.04183
H 2.84715 3.02249 1.32117
H 1.96096 1.25824 4.26374
H 2.79330 0.36143 2.98508
H 1.24910 -0.21681 3.58443
H 0.25996 3.27291 4.72053
H -1.86486 3.82830 5.83295
H -4.01730 3.15877 4.80558
H -4.03938 1.94364 2.66428
H -3.92374 -0.09496 0.94840
H -2.61443 -1.15312 1.51272
H -2.86292 -0.90655 -0.21229
H -3.39065 2.59414 -0.18017
H -2.44493 1.81094 -1.46018
H -1.75522 3.16715 -0.55857
```

As for the total charge: -1. The gap between HOMO and LUMO is 6.61 eV.

=====

Going by the computed energies, the most stable comes first: b), a).

=====

a) The following is a DFT calculation (ωB97M-V/def2-TZVPD) of C20H27N3O4 in the gas phase.

```
54
C20H27N3O4 (ωB97M-V/def2-TZVPD)
C 0.57797 1.68584 1.65742
C -0.76024 2.13410 1.08134
O -1.80825 1.17184 1.18593
C -1.77021 0.11630 0.29130
O -0.70305 -0.75229 0.64162
C -0.70404 -1.94933 -0.02197
C 0.59614 -2.67890 0.03249
O 0.81480 -3.68630 -0.61443
N 1.48362 -2.13023 0.89125
C 2.87526 -2.49421 0.87785
C 3.70060 -1.32933 0.43916
N 3.26809 -0.10369 0.41213
C 4.31966 0.65755 -0.03707
C 4.41164 2.02603 -0.25877
C 5.61519 2.51747 -0.71978
C 6.70746 1.68170 -0.95877
C 6.63716 0.31903 -0.74523
C 5.43191 -0.18055 -0.28289
N 5.00165 -1.44687 0.03434
C -1.74333 -2.42157 -0.71028
C -3.07858 -1.74239 -0.74691
C -4.18693 -2.77653 -0.54191
C -3.10764 -0.64764 0.33017
C -4.31208 0.29378 0.23267
C -4.43657 1.06543 -1.09084
C -4.70814 2.55220 -0.84907
O -3.58404 3.22561 -0.34105
H 1.09915 1.00189 0.99275
H 1.20780 2.55877 1.80963
H 0.41884 1.19985 2.61660
H -0.64422 2.43120 0.03034
H -1.13804 2.98928 1.64894
H -1.56486 0.48812 -0.73412
H 1.26257 -1.22139 1.27392
H 3.19236 -2.81738 1.87949
H 2.98704 -3.33754 0.18701
H 3.56664 2.66963 -0.07485
H 5.72087 3.57641 -0.90316
H 7.62909 2.11265 -1.32029
H 7.48222 -0.32673 -0.93151
H 5.53301 -2.29786 -0.03835
H -1.62626 -3.36102 -1.22537
H -3.21983 -1.28696 -1.73519
H -4.11025 -3.55530 -1.29640
H -4.09809 -3.23795 0.43883
H -5.16742 -2.31587 -0.62504
H -3.14306 -1.13098 1.31328
H -4.23160 0.99756 1.06402
H -5.21805 -0.28903 0.40269
H -3.51529 0.99156 -1.67020
H -5.24332 0.65358 -1.69811
H -5.56428 2.66459 -0.16551
H -4.95367 3.05187 -1.78997
H -3.19937 2.68401 0.36188
```

As for the total charge: 0. As for the structure (SMILES): CCO[C@H]1OC(C(=O)NCc2nc3ccccc3[nH]2)=C[C@@H](C)[C@@H]1CCCO. The gap between HOMO and LUMO is 9.37 eV.

=====

b) The following is a DFT calculation (ωB97M-V/def2-TZVPD) of C20H27N3O4 in the gas phase.

```
54
C20H27N3O4 (ωB97M-V/def2-TZVPD)
C 5.15041 3.16515 0.62659
C 5.75942 2.28325 -0.45661
C 4.81651 1.14840 -0.85244
C 5.42299 0.24906 -1.92846
C 4.46683 -0.83919 -2.42124
C 4.18499 -1.92928 -1.36899
C 2.70084 -2.16375 -1.16049
O 2.12433 -3.20774 -1.37294
N 2.06960 -1.06591 -0.68007
N 0.70258 -1.01179 -0.47126
C 0.13843 0.15809 -0.16525
O 0.83908 1.18866 -0.06893
C -1.31524 0.17422 0.05630
C -1.91213 1.37659 0.38841
O -1.23284 2.50076 0.51411
C -3.33135 1.42223 0.61291
C -3.94903 2.63179 0.95494
C -5.30185 2.69071 1.17551
C -6.05717 1.52729 1.05689
C -5.46951 0.32847 0.72364
C -4.08927 0.23902 0.48884
N -3.46344 -0.93552 0.14793
C -4.18510 -2.19250 -0.00346
C -4.09761 -3.06507 1.25199
C -4.79033 -2.46395 2.46816
C -2.09810 -1.03304 -0.07033
O -1.62136 -2.12872 -0.36475
H 4.21018 3.59226 0.28516
H 4.95338 2.58533 1.52583
H 5.82533 3.97805 0.88381
H 5.98284 2.89038 -1.33678
H 6.70191 1.86248 -0.09792
H 3.88354 1.58187 -1.22258
H 4.58909 0.56365 0.04254
H 5.70593 0.87075 -2.78111
H 6.33458 -0.21503 -1.54515
H 4.89698 -1.30540 -3.30863
H 3.53184 -0.36846 -2.73346
H 4.62281 -1.64838 -0.41003
H 4.62459 -2.87942 -1.67060
H 2.51783 -0.16579 -0.54231
H 0.14625 -1.86760 -0.57866
H -0.26700 2.27658 0.32166
H -3.32658 3.50856 1.03835
H -5.77631 3.62267 1.43930
H -7.12234 1.55976 1.23125
H -6.09794 -0.54262 0.65610
H -5.21885 -1.99632 -0.28001
H -3.70133 -2.72927 -0.82445
H -4.54515 -4.03243 1.01746
H -3.04296 -3.23305 1.47415
H -5.85879 -2.35517 2.29419
H -4.37756 -1.48723 2.71139
H -4.65394 -3.11337 3.32949
```

As for the total charge: 0. As for the structure (SMILES): CCCCCCC(=O)NNC(=O)c1c(O)c2ccccc2n(CCC)c1=O. The gap between HOMO and LUMO is 8.55 eV.

=====

Going by the computed energies, the most stable comes first: b), a).